[1]
55
Properties=species:S:1:pos:R:3:lowdin_charge:R:1 method="wB97M-V/def2-TZVPD" spin_multiplicity=1 largest_force_ev_per_a=3.0 de_lowest_kcal_mol=100.1 e_homo_ev=-9.28 energy_ha=-1393.86659 homo_lumo_gap_ev=9.084
O 3.132 -0.757 -1.083 -0.046
O 2.410 1.777 -1.590 -0.086
O 1.979 0.274 -3.881 -0.028
O 2.370 -3.188 -2.448 -0.063
O -1.470 -2.943 -1.700 -0.038
O -0.969 -3.160 0.944 -0.064
O -1.851 -0.903 2.860 -0.103
O 0.101 3.122 -1.012 -0.066
O -4.197 -2.187 -1.892 -0.061
O 3.419 1.471 0.890 -0.080
O -2.655 2.650 -1.140 -0.069
O -2.148 0.087 -2.292 -0.044
O 0.378 3.186 2.787 0.059
O 0.509 -1.287 -0.334 -0.092
O 2.292 -0.448 3.204 -0.037
O -2.999 -0.204 0.328 -0.045
N 0.192 1.097 1.082 0.065
C -0.536 1.069 2.332 -0.308
C -0.557 -0.285 3.037 -0.202
C 0.120 2.119 3.285 -0.178
H 2.259 1.250 -2.389 -0.012
H 1.446 -1.277 -0.094 0.023
H -1.189 0.111 -2.256 0.057
H -3.763 -1.322 -1.865 -0.011
H 0.283 4.072 -1.066 0.085
H -0.384 -0.320 4.127 0.127
H -3.706 -2.529 -2.650 0.029
H 3.089 -0.062 2.834 0.029
H -0.613 -3.260 -2.018 0.066
H 1.548 -0.468 2.605 -0.029
H 0.320 3.002 -0.065 0.049
H 0.311 1.894 4.339 0.125
H 2.050 0.801 -4.682 0.071
H -2.607 -0.240 -0.549 -0.027
H 1.699 2.446 -1.537 0.020
H 2.261 -4.068 -2.084 0.039
H -3.145 -1.098 0.641 0.037
H -2.616 -0.394 3.135 0.091
H -0.071 0.369 0.420 0.054
H 0.054 -1.137 2.733 0.106
H -2.616 0.919 -2.360 0.049
H 1.696 -0.615 -4.118 0.066
H 2.095 -2.506 -1.821 -0.015
H 3.102 -0.191 -1.852 0.018
H 1.190 1.038 1.257 0.050
H -2.936 2.211 -0.318 0.035
H -1.362 -3.117 0.041 0.014
H -1.435 -2.023 -1.984 0.023
H -1.569 1.360 2.088 0.143
H -1.736 2.776 -0.836 0.000
H -1.455 -2.548 1.516 0.024
H 3.324 1.105 -0.016 -0.005
H 4.036 -1.093 -1.117 0.087
H 4.383 1.521 0.910 0.046
H 0.069 -2.057 0.131 0.020

***

[2]
53
Properties=species:S:1:pos:R:3:lowdin_charge:R:1 method="wB97M-V/def2-TZVPD" spin_multiplicity=1 charge=-1 largest_force_ev_per_a=3.1 de_lowest_kcal_mol=30.0 e_homo_ev=-5.23 energy_ha=-1263.93412 homo_lumo_gap_ev=7.651
O -12.163 3.706 -13.814 -0.037
O -10.636 3.137 -16.209 -0.069
O -12.069 -2.902 -15.537 -0.122
O -11.860 2.370 -11.497 -0.036
O -8.743 1.436 -14.743 -0.062
O -9.914 -0.927 -15.049 -0.069
O -12.000 -3.368 -12.628 -0.096
O -15.077 3.333 -13.958 -0.036
O -12.248 -1.099 -13.585 -0.354
O -14.168 1.550 -10.190 -0.019
O -9.666 0.613 -17.956 -0.058
O -10.692 -0.200 -11.843 -0.081
O -16.425 1.206 -11.898 -0.012
O -14.495 -3.766 -11.722 -0.065
O -14.140 -1.304 -10.193 -0.026
C -14.558 -0.423 -14.212 -0.027
C -13.103 0.005 -13.799 -0.461
C -12.382 0.950 -14.754 -0.056
H -12.099 -2.486 -12.992 -0.067
H -14.467 2.242 -9.580 0.084
H -14.602 -0.826 -15.201 0.062
H -10.638 0.736 -11.958 -0.032
H -10.255 -0.151 -17.807 0.047
H -14.883 -1.282 -13.597 0.071
H -16.637 1.020 -12.787 0.009
H -16.630 0.415 -11.433 0.039
H -13.082 1.695 -15.130 0.070
H -10.777 -0.930 -14.570 0.017
H -12.869 -3.685 -12.346 -0.033
H -11.867 2.877 -12.294 -0.027
H -12.172 4.548 -14.216 0.053
H -13.297 -1.367 -9.744 0.058
H -11.505 -0.434 -12.343 -0.030
H -12.729 2.233 -11.183 -0.031
H -9.784 2.746 -15.906 0.028
H -10.166 -0.887 -15.974 0.009
H -14.785 -2.841 -11.746 0.019
H -14.119 3.249 -14.096 0.000
H -8.873 0.492 -14.952 0.005
H -11.504 1.415 -14.375 0.047
H -11.401 -3.472 -15.137 0.027
H -11.046 2.451 -16.731 0.019
H -15.504 3.370 -14.776 -0.001
H -9.034 0.742 -17.229 0.032
H -13.225 0.442 -12.832 0.097
H -14.803 1.524 -10.856 -0.029
H -12.162 0.512 -15.670 0.056
H -14.673 -4.107 -12.609 0.056
H -15.291 0.349 -14.109 0.026
H -14.064 -0.452 -10.567 -0.029
H -11.548 3.224 -14.352 0.000
H -8.673 1.580 -13.820 0.027
H -12.505 -2.325 -14.849 0.005

***

[3]
53
Properties=species:S:1:pos:R:3:lowdin_charge:R:1 method="wB97M-V/def2-TZVPD" spin_multiplicity=1 charge=-1 largest_force_ev_per_a=3.7 de_lowest_kcal_mol=30.4 e_homo_ev=-5.79 energy_ha=-1263.93345 homo_lumo_gap_ev=7.549
O -0.065 1.051 -3.835 -0.043
O 1.403 -2.703 -1.123 -0.061
O -0.227 -2.228 -3.950 -0.008
O -2.223 1.656 2.266 -0.035
O 2.059 -0.495 1.947 -0.043
O 1.410 3.770 -1.278 -0.069
O 2.466 -0.502 -2.785 -0.072
O -0.604 -3.023 3.180 -0.049
O 0.717 1.235 3.554 -0.034
O -1.458 -0.532 3.920 -0.064
O 1.501 -3.728 1.352 -0.030
O -0.532 3.150 0.947 -0.032
O 0.128 -0.581 -1.686 -0.406
O 1.525 1.235 -0.405 -0.033
O -0.919 3.555 -2.763 -0.056
C -1.148 -0.688 -0.927 -0.374
C -0.927 -0.994 0.578 -0.035
C -1.778 0.710 -1.131 -0.053
H -0.339 -3.167 4.100 0.072
H -1.143 -1.346 3.523 -0.030
H 1.079 0.709 2.860 -0.047
H 0.174 -3.175 2.640 -0.010
H -0.733 1.535 -3.352 -0.031
H -2.630 0.872 -0.571 0.034
H 1.478 2.822 -1.149 -0.008
H 1.317 -1.128 1.955 0.036
H 0.121 0.407 -3.198 -0.065
H -1.871 -0.889 1.127 0.083
H 1.521 -2.931 -0.207 -0.048
H 1.632 -0.490 -2.306 -0.057
H -0.832 -2.846 -3.685 -0.025
H -2.782 1.720 1.504 0.025
H 1.591 0.933 0.483 0.003
H 0.007 -1.690 -3.221 -0.040
H -2.089 0.929 -2.153 0.079
H 0.984 -4.497 1.157 0.073
H -2.042 -0.151 3.273 -0.009
H -1.095 1.526 -0.867 0.054
H 2.437 -3.918 1.449 0.086
H -0.145 -0.387 0.916 0.034
H 2.696 -0.687 2.658 0.086
H 2.526 -1.412 -3.114 0.034
H 1.562 4.127 -0.387 0.057
H -1.438 2.100 2.023 -0.038
H -0.667 -2.021 0.759 0.054
H -1.087 3.405 0.219 0.040
H -1.511 4.129 -2.286 0.027
H -0.169 1.050 3.351 -0.045
H 0.948 0.627 -0.886 -0.004
H -1.767 -1.403 -1.428 0.118
H 0.899 -1.899 -1.132 -0.056
H -0.023 3.717 -2.435 0.005
H 0.062 2.537 0.519 0.005